Record 1
Computed, not measured: a structure of composition C5H4OS2, with the ωB97M-V functional and the def2-TZVPD basis.

CARTESIAN COORDINATES (ANGSTROEM)
C -0.632 0.477 -0.736
C 0.354 -0.528 -0.721
C -1.667 -0.274 0.139
C 1.263 -0.562 0.462
C 1.828 -0.518 1.616
H 0.835 1.939 0.240
H -0.953 0.652 -1.725
H 0.812 -0.756 -1.763
H 2.155 -0.496 2.836
O 0.009 1.928 -0.621
S -0.948 -1.916 -0.497
S -3.057 0.054 0.771

As for the net charge: 0. Its lowest unoccupied orbital energy is -0.76 eV. The HOMO-LUMO gap is 8.360 eV. The energy is -28961.49246 eV. The energy above the lowest of the compared OMol25 structures with the same formula, charge and spin comes out at 119.2 kcal per mole.

---

Record 2
Computed, not measured: a cluster of 25 separate species, C5H57F3I2NO26P in total, with the ωB97M-V functional and the def2-TZVPD basis.

CARTESIAN COORDINATES (ANGSTROEM)
O 6.865 -0.445 1.301
N 7.079 0.267 0.378
O 6.277 1.380 0.466
C 5.298 1.421 -0.597
P 3.709 0.573 -0.003
I 3.493 2.479 1.676
C 2.022 1.043 -0.696
C 0.860 0.010 -0.278
C -0.529 0.709 0.002
I -1.816 -0.893 0.797
C 3.914 -0.935 -1.177
F 5.219 -1.410 -1.299
F 3.181 -2.031 -0.665
F 3.463 -0.736 -2.480
H 5.037 2.517 -0.729
H 5.682 1.074 -1.597
H 3.737 -0.292 1.142
H 2.020 1.267 -1.808
H 1.733 2.021 -0.215
H 1.219 -0.536 0.650
H 0.809 -0.778 -1.087
H -1.023 1.056 -0.938
H -0.469 1.481 0.809
O -3.703 0.229 3.759
H -4.305 -0.407 4.166
H -3.461 -0.183 2.916
O -5.839 2.321 2.879
H -5.100 1.810 3.241
H -6.202 2.784 3.646
O 2.548 -3.929 1.646
H 2.501 -4.889 1.603
H 2.964 -3.680 0.819
O 1.282 -2.904 4.468
H 0.684 -3.544 4.882
H 1.519 -3.313 3.625
O -2.981 -3.391 -1.269
H -2.428 -3.926 -1.855
H -3.837 -3.375 -1.710
O 0.703 -0.282 2.995
H 1.361 -0.970 3.150
H 0.421 -0.028 3.880
O -2.673 -4.599 -3.850
H -3.575 -4.617 -4.194
H -2.123 -4.744 -4.631
O 3.400 2.766 5.280
H 3.532 1.866 5.595
H 3.458 2.689 4.317
O 0.340 2.854 -2.004
H -0.134 3.047 -2.827
H 0.180 3.629 -1.451
O 0.678 3.920 0.658
H 1.517 4.395 0.698
H 0.200 4.225 1.439
O -0.168 -5.858 -5.641
H 0.658 -5.687 -6.107
H 0.114 -6.174 -4.775
O 7.778 1.909 -2.502
H 8.412 1.198 -2.352
H 7.510 2.172 -1.615
O 1.903 5.017 4.253
H 2.617 4.474 4.607
H 1.565 5.486 5.022
O 1.885 -5.096 -0.715
H 2.196 -5.554 -1.504
H 2.145 -4.180 -0.861
O -5.071 -1.802 1.043
H -4.515 -2.335 0.459
H -5.927 -1.789 0.601
O -0.045 4.089 -4.691
H 0.255 3.619 -5.475
H 0.248 4.999 -4.836
O -5.819 4.795 4.692
H -4.995 4.748 4.193
H -5.776 5.646 5.140
O -8.435 2.503 1.600
H -7.498 2.432 1.843
H -8.597 1.722 1.063
O 0.071 -5.358 5.383
H -0.527 -5.989 5.797
H 0.305 -5.772 4.544
O -4.744 -3.918 -6.209
H -4.701 -4.484 -6.988
H -5.342 -3.208 -6.469
O 3.905 2.184 -3.996
H 4.047 1.291 -3.662
H 3.976 2.089 -4.952
O -6.876 -0.821 3.651
H -7.777 -0.840 3.312
H -6.326 -0.963 2.871
O -4.274 -1.275 -3.469
H -3.339 -1.348 -3.238
H -4.445 -2.061 -4.001
O 2.125 5.859 -4.214
H 2.766 5.154 -4.059
H 1.847 6.120 -3.329

As for the net charge: 0. Its lowest unoccupied orbital energy is -0.83 eV. The HOMO-LUMO gap is 7.580 eV. The energy is -94474.07965 eV.

---

Record 3
Computed, not measured: a structure of composition C5H5Br2NO2, with the ωB97M-V functional and the def2-TZVPD basis.

CARTESIAN COORDINATES (ANGSTROEM)
C 1.807 -0.543 0.455
C 1.041 -1.155 1.310
C 1.106 0.422 -0.501
C -0.776 -0.601 0.633
C -1.144 0.933 -1.344
N -0.262 0.311 -0.369
O 1.655 1.220 -1.198
O -1.561 -0.105 1.660
Br 3.650 -0.567 0.369
Br 1.481 -2.226 2.753
H -1.188 -1.523 0.181
H -0.378 1.244 -2.148
H -1.612 0.151 -1.864
H -1.944 1.713 -1.160
H -1.874 0.724 1.223

As for the net charge: 0. Its lowest unoccupied orbital energy is 0.39 eV. The HOMO-LUMO gap is 9.800 eV. The energy is -150933.61437 eV. The energy above the lowest of the compared OMol25 structures with the same formula, charge and spin comes out at 0.0 kcal per mole.

---

Record 4
Computed, not measured: the molecule C5H5BrN2O4S, with the ωB97M-V functional and the def2-TZVPD basis.

CARTESIAN COORDINATES (ANGSTROEM)
C 0.352 0.720 -2.787
S -0.880 0.267 -1.534
O -1.875 1.329 -1.444
O -1.521 -1.019 -1.796
N -0.116 0.209 0.027
C -0.885 0.656 1.094
C -0.557 0.197 2.345
Br -1.437 1.074 3.829
C 0.524 -0.771 2.503
O 0.875 -1.149 3.612
N 1.166 -1.206 1.404
C 0.829 -0.770 0.170
O 1.504 -1.216 -0.769
H -0.126 0.977 -3.705
H 0.991 -0.182 -2.984
H 1.005 1.494 -2.418
H -1.768 1.276 0.930
H 1.919 -1.885 1.521

As for the SMILES: CS(=O)(=O)n1cc(Br)c(=O)[nH]c1=O. As for the net charge: 0. Its lowest unoccupied orbital energy is -0.24 eV. The HOMO-LUMO gap is 9.502 eV. The energy is -97313.25435 eV. The energy above the lowest of the compared OMol25 structures with the same formula, charge and spin comes out at 0.0 kcal per mole.

---

Record 5
Computed, not measured: the ion C5H5BrNO2 with charge +1, with the ωB97M-V functional and the def2-TZVPD basis.

CARTESIAN COORDINATES (ANGSTROEM)
C 1.901 -0.165 -0.339
C 0.475 -0.451 -0.626
C 1.961 1.363 -0.058
C -0.236 0.811 -0.381
C -1.965 -0.999 0.175
N -0.600 -0.424 0.364
O 2.871 2.039 0.250
O 0.648 1.740 0.185
Br 3.203 -1.295 0.159
H -1.100 1.206 -1.043
H -2.241 -0.456 -0.795
H -1.851 -1.980 -0.209
H -2.769 -0.999 0.988
H -0.296 -0.390 1.329

As for the net charge: +1. Its lowest unoccupied orbital energy (spin up / spin down) is -3.23 / -7.67 eV. The HOMO-LUMO gap (spin up / spin down) is 9.973 / 7.436 eV. Its multiplicity is 3. The energy is -80880.22706 eV.

---

Record 6
Computed, not measured: the molecule C5H5Cl, with the ωB97M-V functional and the def2-TZVPD basis.

CARTESIAN COORDINATES (ANGSTROEM)
Cl -1.387 1.113 1.937
C 0.030 0.530 0.966
C 0.066 -0.983 0.668
C 0.164 -1.179 -0.671
C 0.003 0.147 -1.335
C 0.031 1.106 -0.448
H 0.926 0.760 1.545
H 0.100 -1.716 1.496
H 0.267 -2.161 -1.147
H -0.139 0.213 -2.388
H -0.060 2.169 -0.622

As for the SMILES: ClC1C=CC=C1. As for the net charge: 0. Its lowest unoccupied orbital energy is 0.49 eV. The HOMO-LUMO gap is 9.528 eV. The energy is -17787.23828 eV. The energy above the lowest of the compared OMol25 structures with the same formula, charge and spin comes out at 7.4 kcal per mole.

---

Record 7
Computed, not measured: a cluster of 2 separate species, C5H5Cl in total, with the ωB97M-V functional and the def2-TZVPD basis.

CARTESIAN COORDINATES (ANGSTROEM)
C 1.564 2.035 -0.425
C 0.836 2.835 -0.993
Cl -0.181 3.723 -1.977
H 2.467 1.797 0.050
C -0.536 -0.174 1.511
C -0.552 -1.154 0.828
C -0.660 -2.339 -0.033
H -0.638 0.778 1.931
H 0.223 -2.756 -0.329
H -1.144 -1.817 -1.001
H -1.380 -2.928 0.437

As for the SMILES: C#CCl.C#CC. As for the net charge: 0. Its lowest unoccupied orbital energy is 0.74 eV. The HOMO-LUMO gap is 10.492 eV. The energy is -17783.38376 eV. The energy above the lowest of the compared OMol25 structures with the same formula, charge and spin comes out at 96.3 kcal per mole.

---

Record 8
Computed, not measured: a cluster of 5 separate species, C5H5Cl15 in total, with the ωB97M-V functional and the def2-TZVPD basis.

CARTESIAN COORDINATES (ANGSTROEM)
Cl -5.192 0.834 -1.367
C -4.457 -0.766 -1.226
Cl -4.125 -1.348 -2.841
Cl -5.407 -1.867 -0.316
H -3.519 -0.778 -0.674
Cl 1.334 3.349 -1.791
C 1.186 4.351 -0.397
Cl 0.805 6.018 -0.876
Cl 2.724 4.403 0.521
H 0.443 4.002 0.314
Cl -0.100 -1.536 -1.589
C 0.287 -0.083 -0.643
Cl 1.333 -0.399 0.677
Cl -1.154 0.675 -0.052
H 0.796 0.614 -1.314
Cl -0.032 2.257 2.856
C 0.971 1.117 3.742
Cl 0.660 1.141 5.487
Cl 2.727 1.271 3.377
H 0.703 0.114 3.384
Cl 1.766 -6.060 -2.465
C 1.925 -4.629 -1.504
Cl 3.385 -3.598 -1.903
Cl 1.909 -5.063 0.201
H 1.031 -4.020 -1.600

As for the SMILES: ClC(Cl)Cl.ClC(Cl)Cl.ClC(Cl)Cl.ClC(Cl)Cl.ClC(Cl)Cl. As for the net charge: 0. Its lowest unoccupied orbital energy is 0.20 eV. The HOMO-LUMO gap is 11.361 eV. The energy is -193101.80094 eV. The energy above the lowest of the compared OMol25 structures with the same formula, charge and spin comes out at 10.4 kcal per mole.

---

Record 9
Computed, not measured: a structure of composition C5H5Cl2CoNO4Ti, with the ωB97M-V functional and the def2-TZVPD basis.

CARTESIAN COORDINATES (ANGSTROEM)
Co -0.516 -0.384 -2.781
Ti -0.690 0.095 -0.354
Cl -0.414 -2.064 -1.018
Cl -1.361 1.701 -1.771
C 0.879 1.014 0.322
C -0.003 -1.804 -3.754
C 0.040 0.670 -4.085
O 1.707 1.681 0.842
O 0.190 -2.737 -4.423
O 0.272 1.347 -4.994
C -1.950 -1.557 3.396
C -0.930 -1.039 2.455
N 0.356 -1.319 2.665
O -1.321 -0.338 1.457
H -1.474 -2.006 4.275
H -2.569 -2.316 2.894
H -2.579 -0.705 3.690
H 1.105 -0.939 2.102
H 0.600 -1.874 3.470

As for the net charge: +4. Its lowest unoccupied orbital energy (spin up / spin down) is -18.93 / -23.39 eV. The HOMO-LUMO gap (spin up / spin down) is 7.440 / 2.790 eV. Its multiplicity is 6. The energy is -100676.32858 eV. The energy above the lowest of the compared OMol25 structures with the same formula, charge and spin comes out at 83.6 kcal per mole.

---

Record 10
Computed, not measured: the ion C5H5Cl2N2O with charge +1, with the ωB97M-V functional and the def2-TZVPD basis.

CARTESIAN COORDINATES (ANGSTROEM)
O -1.974 -1.576 2.061
C -1.554 -0.299 1.849
Cl -0.800 0.762 3.215
C -1.636 0.405 0.339
N -0.256 0.126 -0.292
C 0.048 -1.187 -0.981
C 1.615 -0.920 -1.388
N 2.003 0.454 -0.885
Cl 3.559 1.211 -1.009
C 0.858 1.157 -0.191
H -1.729 1.572 0.379
H -2.492 -0.053 -0.325
H -0.663 -2.109 -1.140
H 2.262 -1.750 -1.949
H 0.759 2.206 0.318

As for the SMILES: O=C(Cl)Cn1cc[n+](Cl)c1. As for the net charge: +1. Its lowest unoccupied orbital energy is -4.96 eV. The HOMO-LUMO gap is 9.062 eV. The energy is -35324.25474 eV. The energy above the lowest of the compared OMol25 structures with the same formula, charge and spin comes out at 92.9 kcal per mole.

---

no.,M (g/mol)
1,144.22
2,889.27
3,270.91
4,269.08
5,191.00
6,100.55
7,100.55
8,596.89
9,320.80
10,180.01